The following is a DFT calculation (ωB97M-V/def2-TZVPD) of 2 unconnected molecules or ions with the total composition HN3O4.

Last column: Mulliken charge in e.
Geometry (Å):
N 0.461 -1.464 -2.984  0.76
N 0.705 -1.545 -1.905  -0.20
N -0.005 -1.206 0.813  1.07
O 0.132 0.043 1.404  -0.45
O 0.128 -1.506 -4.092  -0.56
O 0.557 -2.067 1.392  -0.51
O -0.453 -1.184 -0.303  -0.47
H -0.422 0.795 1.138  0.37

Output
HOMO = -11.1 eV
HOMO-LUMO gap = 11.3 eV

---

The following is a DFT calculation (ωB97M-V/def2-TZVPD) of 2 unconnected molecules or ions with the total composition C3H9NO3.

Last column: Mulliken charge in e.
Geometry (Å):
C 1.921 0.089 -0.921  0.07
N 0.804 -0.669 -0.680  -0.03
C 0.311 -1.019 0.612  -0.60
C -0.925 -0.237 1.136  -0.30
O -1.638 -0.473 2.370  -0.50
O 2.518 -0.007 -1.975  -0.56
H 2.494 0.437 -0.015  0.27
H 0.501 -1.103 -1.545  0.24
H 1.246 -0.861 1.195  0.27
H 0.027 -2.063 0.635  0.36
H -1.565 -0.208 0.251  0.25
H -0.566 0.772 1.336  0.23
H -1.583 -1.401 2.658  0.30
H -0.944 1.768 -2.252  0.31
H -1.331 2.970 -1.430  0.29
O -1.271 2.006 -1.376  -0.58

Output
HOMO = -9.7 eV
HOMO-LUMO gap = 10.4 eV

---

The following is a DFT calculation (ωB97M-V/def2-TZVPD) of a single C4H2N2O molecule.

Last column: Mulliken charge in e.
Geometry (Å):
C 1.173 -1.079 -1.077  0.13
C 0.278 -0.203 -0.622  0.51
C -0.057 -0.217 0.722  -0.19
C -0.964 0.858 0.798  -0.29
H 0.236 -1.121 1.244  0.34
H -1.252 1.208 1.773  0.41
N 2.136 -1.666 -1.405  -0.41
N -1.232 1.445 -0.272  -0.33
O -0.318 0.776 -1.162  -0.18

Output
HOMO = -10.3 eV
HOMO-LUMO gap = 10.0 eV

---

| no. | total energy (eV) |
| --- | --- |
| 1 | -12669.436 |
| 2 | -10888.505 |
| 3 | -9204.578 |